A cluster of 11 separate species, C44H55F33O22 in total in a non-equilibrium geometry, computed with ωB97M-V/def2-TZVPD.

```
154
C44H55F33O22 | the OMol25 dataset | ωB97M-V/def2-TZVPD
C -4.599 2.632 0.802
C -5.714 3.674 0.958
O -6.246 3.536 2.258
C -5.777 4.169 3.331
O -4.824 4.929 3.326
C -6.663 3.985 4.586
F -5.866 3.591 5.571
F -7.277 5.080 4.972
F -7.683 3.039 4.437
H -4.275 2.551 -0.235
H -4.969 1.662 1.135
H -3.671 2.980 1.256
H -6.550 3.498 0.281
H -5.340 4.674 0.737
C -3.697 -2.498 -6.558
C -3.355 -1.926 -5.222
O -3.997 -0.713 -4.882
C -5.338 -0.687 -4.501
O -6.034 -1.681 -4.241
C -6.016 0.724 -4.654
F -5.141 1.599 -4.954
F -6.845 0.631 -5.719
F -6.682 1.023 -3.566
H -3.002 -2.141 -7.319
H -4.657 -2.140 -6.929
H -3.654 -3.586 -6.607
H -2.285 -1.722 -5.186
H -3.525 -2.638 -4.415
C 2.303 -0.423 -0.801
C 1.006 -0.008 0.025
O -0.211 0.095 -0.664
C -0.887 -1.087 -0.945
O -0.411 -2.164 -0.717
C -2.274 -0.894 -1.650
F -2.058 -0.542 -2.943
F -3.073 -1.984 -1.645
F -2.979 0.110 -1.115
H 2.600 0.288 -1.572
H 2.446 -1.473 -1.055
H 3.009 -0.241 0.009
H 1.155 1.006 0.396
H 1.006 -0.600 0.940
C 4.861 6.400 1.842
C 3.385 6.353 1.929
O 2.869 5.230 1.217
C 1.603 5.253 0.745
O 0.726 5.981 1.196
C 1.370 4.197 -0.353
F 0.228 3.599 -0.119
F 1.276 4.897 -1.521
F 2.324 3.318 -0.510
H 5.327 7.362 2.055
H 5.170 6.012 0.872
H 5.363 5.677 2.485
H 3.072 7.309 1.509
H 3.038 6.303 2.962
C -6.597 -0.322 -0.642
C -7.752 -1.087 -1.355
O -7.405 -2.474 -1.271
C -8.053 -3.359 -2.105
O -9.200 -3.154 -2.597
C -7.277 -4.732 -2.164
F -7.803 -5.487 -3.151
F -5.931 -4.489 -2.392
F -7.397 -5.492 -1.051
H -6.651 -0.426 0.442
H -6.689 0.749 -0.817
H -5.580 -0.560 -0.954
H -7.912 -0.859 -2.409
H -8.670 -0.878 -0.806
C -2.107 -2.925 2.421
C -2.406 -2.567 3.843
O -3.413 -1.576 3.787
C -4.081 -1.253 4.901
O -3.761 -1.676 6.032
C -5.347 -0.305 4.782
F -5.009 0.840 5.329
F -5.537 -0.015 3.500
F -6.507 -0.810 5.287
H -1.668 -2.098 1.863
H -2.952 -3.190 1.785
H -1.327 -3.671 2.267
H -1.525 -2.143 4.325
H -2.746 -3.454 4.378
C 1.964 -3.455 -4.135
C 0.505 -3.051 -3.813
O -0.117 -4.264 -3.351
C -0.884 -5.042 -4.113
O -1.144 -4.808 -5.263
C -1.469 -6.318 -3.435
F -1.232 -6.365 -2.102
F -2.718 -6.364 -3.626
F -1.021 -7.435 -4.054
H 2.419 -3.804 -3.209
H 2.654 -2.671 -4.448
H 1.942 -4.267 -4.862
H 0.097 -2.730 -4.771
H 0.511 -2.259 -3.063
C 5.078 0.580 -8.069
C 4.558 1.905 -7.482
O 4.214 1.632 -6.119
C 2.900 1.452 -5.824
O 1.962 1.346 -6.631
C 2.701 1.134 -4.264
F 1.899 0.032 -4.166
F 3.912 0.873 -3.692
F 2.135 2.144 -3.648
H 4.344 -0.226 -8.096
H 6.059 0.286 -7.695
H 5.294 0.707 -9.130
H 3.801 2.429 -8.066
H 5.460 2.514 -7.423
C -0.053 -0.198 7.328
C 0.534 0.976 6.477
O -0.388 1.426 5.458
C -0.342 0.952 4.208
O 0.570 0.163 3.762
C -1.322 1.592 3.247
F -2.215 2.406 3.869
F -0.676 2.348 2.336
F -1.949 0.680 2.520
H -0.541 -1.001 6.775
H -0.739 0.269 8.035
H 0.745 -0.649 7.919
H 1.451 0.607 6.018
H 0.768 1.747 7.211
C 8.760 -3.257 3.473
C 7.330 -3.617 3.977
O 6.472 -2.581 3.584
C 5.101 -2.774 3.476
O 4.512 -3.782 3.771
C 4.374 -1.496 3.083
F 3.653 -1.662 1.980
F 3.360 -1.288 3.953
F 5.183 -0.431 2.994
H 9.563 -3.901 3.830
H 9.062 -2.223 3.643
H 8.775 -3.534 2.419
H 7.247 -3.726 5.059
H 7.031 -4.590 3.587
C 9.951 2.031 2.644
C 8.752 1.107 2.644
O 7.882 1.421 1.642
C 6.810 2.262 1.798
O 6.631 3.032 2.756
C 5.859 2.224 0.511
F 5.528 3.461 0.037
F 6.430 1.583 -0.541
F 4.665 1.682 0.772
H 9.587 3.054 2.552
H 10.560 1.796 1.771
H 10.654 1.914 3.468
H 8.178 1.085 3.570
H 9.166 0.113 2.473
```

Output
* net charge: 0
* SMILES: CCOC(=O)C(F)(F)F.CCOC(=O)C(F)(F)F.CCOC(=O)C(F)(F)F.CCOC(=O)C(F)(F)F.CCOC(=O)C(F)(F)F.CCOC(=O)C(F)(F)F.CCOC(=O)C(F)(F)F.CCOC(=O)C(F)(F)F.CCOC(=O)C(F)(F)F.CCOC(=O)C(F)(F)F.CCOC(=O)C(F)(F)F
* multiplicity: 1
* HOMO-LUMO gap: 11.0747 eV
* total energy: -181240.90798 eV

=====

A structure of composition C44H55GeN6O5S2Si3W in a non-equilibrium geometry, computed with ωB97M-V/def2-TZVPD.

```
117
C44H55GeN6O5S2Si3W | the OMol25 dataset | ωB97M-V/def2-TZVPD
W -0.406 0.387 0.256
O 0.015 0.286 4.307
C -0.041 1.018 3.118
N -1.074 0.696 2.198
C -2.380 0.754 2.599
O -2.786 1.099 3.682
C -3.298 0.389 1.479
C -4.632 0.128 1.696
C -5.418 -0.236 0.612
C -4.831 -0.317 -0.639
C -3.486 -0.030 -0.774
N -2.723 0.342 0.263
C 1.271 0.769 2.433
C 3.190 2.112 3.616
C 3.906 2.298 2.501
C 3.544 2.056 1.108
C 2.405 1.666 0.510
N 1.185 1.344 1.115
H -5.018 0.203 2.703
H -6.467 -0.466 0.746
H -5.396 -0.614 -1.511
H -2.991 -0.120 -1.727
H 3.627 2.390 4.568
H 4.903 2.704 2.623
H 4.351 2.249 0.410
H 2.405 1.581 -0.567
N -2.621 5.361 1.632
C -1.718 4.689 0.893
C -1.819 3.290 0.717
N -0.932 2.647 -0.028
C 0.032 3.349 -0.635
C 0.145 4.707 -0.407
N -0.713 5.375 0.347
H -3.323 4.886 2.170
H -2.480 6.345 1.788
H -2.598 2.730 1.208
H 0.752 2.818 -1.239
H 0.955 5.270 -0.855
C -1.073 -1.887 -5.459
Si -1.033 -1.939 -3.587
C -2.759 -2.456 -3.076
C 0.351 -3.095 -3.112
Ge -0.381 0.223 -2.558
Si 1.969 0.555 -3.697
C 3.118 -0.657 -2.861
C 2.577 2.300 -3.448
C 1.785 0.118 -5.503
Si -1.433 2.367 -3.606
C -3.199 2.356 -2.997
C -0.845 4.134 -3.549
C -1.372 1.803 -5.377
H -1.412 -2.896 -5.723
H -0.103 -1.745 -5.930
H -1.792 -1.206 -5.910
H -2.973 -3.425 -3.536
H -3.486 -1.750 -3.488
H -2.919 -2.554 -2.005
H -0.022 -4.077 -2.817
H 0.959 -2.711 -2.303
H 0.998 -3.232 -3.981
H 2.872 -0.903 -1.832
H 4.107 -0.186 -2.860
H 3.191 -1.577 -3.441
H 2.925 2.495 -2.433
H 1.856 3.063 -3.729
H 3.440 2.417 -4.111
H 2.049 -0.928 -5.658
H 2.524 0.729 -6.033
H 0.822 0.298 -5.969
H -3.308 2.430 -1.917
H -3.763 1.500 -3.369
H -3.655 3.255 -3.428
H -1.192 4.678 -2.676
H -1.370 4.551 -4.418
H 0.213 4.328 -3.698
H -1.494 0.733 -5.521
H -0.446 2.121 -5.854
H -2.197 2.296 -5.901
O 3.562 -6.675 1.218
C 2.226 -6.682 1.372
O 1.669 -7.642 1.815
C 1.462 -5.441 0.981
C 0.107 -5.424 1.298
C -0.662 -4.312 1.017
C -0.095 -3.193 0.398
S -1.269 -1.880 0.177
C 1.242 -3.230 0.034
C 2.014 -4.343 0.334
H 3.880 -5.825 0.900
H -0.320 -6.288 1.789
H -1.706 -4.299 1.305
H 1.706 -2.403 -0.484
H 3.055 -4.318 0.033
O 0.849 -0.043 -1.085
S 1.489 -0.936 1.845
C 1.252 -2.126 3.140
C 2.411 -2.713 3.639
C 2.314 -3.695 4.615
C 1.065 -4.103 5.059
C -0.089 -3.527 4.540
C -0.001 -2.535 3.580
C 1.829 1.563 3.621
C 0.510 2.448 3.499
C 0.071 3.142 4.724
C 0.471 2.677 5.961
C 1.166 1.488 6.060
C 1.343 0.694 4.817
H 3.382 -2.407 3.267
H 3.211 -4.148 5.014
H 0.988 -4.877 5.811
H -1.059 -3.850 4.892
H -0.893 -2.069 3.185
H 0.566 3.099 2.629
H -0.497 4.057 4.633
H 0.239 3.242 6.853
H 1.504 1.095 7.007
H 1.941 -0.204 4.964
```

Output
* net charge: +2
* multiplicity: 2
* HOMO-LUMO gap (spin up / spin down): 4.1971 / 5.1737 eV
* <S²>: 0.78
* total energy: -169330.77441 eV